A structure of composition C35H39F2KN12O2S, computed with wB97M-V/def2-TZVPD.

```
92
C35H39F2KN12O2S wB97M-V/def2-TZVPD
K -0.1671 0.5675 -0.0366
C 0.9445 2.7052 -4.9482
C 1.0044 2.1114 -3.5648
N 0.1390 2.3212 -2.6606
N -0.9648 3.0474 -3.0460
C -1.8394 3.6111 -2.1304
N -3.1414 3.3245 -2.3621
S -1.3417 4.7149 -1.0168
C 2.0860 1.1130 -3.3301
C 3.4075 1.4837 -3.1221
C 4.3726 0.4917 -3.0938
C 3.9876 -0.8241 -3.2874
C 2.6384 -1.0991 -3.4462
N 1.6996 -0.1571 -3.4712
H 0.5538 3.7235 -4.9027
H 0.3004 2.1088 -5.6014
H 1.9413 2.7212 -5.3846
H -1.3594 2.7969 -3.9430
H -3.3407 2.3772 -2.6496
H -3.7607 3.6536 -1.6366
H 3.6624 2.5257 -2.9783
H 5.4144 0.7366 -2.9284
H 4.7150 -1.6239 -3.2891
H 2.2870 -2.1199 -3.5607
N 4.4187 1.0331 0.8599
C 3.6158 2.1650 1.0122
C 4.0279 3.1586 1.9071
C 3.2456 4.2895 2.0406
C 2.0837 4.4025 1.2887
C 1.7714 3.3653 0.4272
N 2.5163 2.2716 0.2812
C 4.0526 -0.2292 0.4174
C 5.0450 -1.2169 0.3184
C 4.6752 -2.4890 -0.0646
C 3.3417 -2.7507 -0.3545
C 2.4474 -1.7022 -0.2444
N 2.7807 -0.4744 0.1379
H 5.3278 1.0938 1.2810
H 4.9321 3.0283 2.4891
H 3.5364 5.0731 2.7289
H 1.4406 5.2689 1.3587
H 0.8848 3.4121 -0.1928
H 6.0761 -0.9822 0.5550
H 5.4201 -3.2714 -0.1382
H 3.0031 -3.7346 -0.6496
H 1.3941 -1.8394 -0.4565
F 0.0942 -2.7893 5.1749
C -0.1609 -2.9239 3.8506
C -0.3010 -1.7979 3.0648
C -0.5991 -1.8647 1.6906
C -0.6216 -3.1827 1.1602
C -0.5190 -4.2950 1.9901
F -0.6630 -5.5483 1.4807
C -0.3225 -4.2012 3.3522
C -0.6281 -3.3515 -0.3163
C 0.1783 -4.3175 -0.9343
C 0.2370 -4.3802 -2.3129
C -0.4899 -3.4669 -3.0652
C -1.2552 -2.5399 -2.3837
N -1.3285 -2.4833 -1.0545
H -0.1872 -0.8320 3.5566
H -0.2976 -5.0743 3.9878
H 0.7662 -4.9940 -0.3304
H 0.8522 -5.1255 -2.8024
H -0.4655 -3.4829 -4.1465
H -1.8500 -1.8051 -2.9178
N -1.2348 2.5854 1.7959
C -2.1573 1.4641 2.0062
C -2.9716 1.6300 3.3001
C -4.0803 0.6158 3.6064
C -3.7016 -0.8501 3.4010
N -3.5683 -1.2068 1.9957
C -4.5612 -1.2448 1.1346
N -4.3076 -1.5332 -0.1383
N -5.8549 -1.1487 1.5310
C -2.9956 1.2875 0.6969
O -4.2428 1.2752 0.7765
O -2.3116 1.1473 -0.3489
H -0.7900 2.8454 2.6707
H -1.7572 3.3919 1.4713
H -1.5304 0.5631 2.0975
H -3.4512 2.6122 3.2850
H -2.2436 1.6259 4.1202
H -4.9146 0.8789 2.9613
H -4.3947 0.7491 4.6454
H -4.4224 -1.5197 3.8813
H -2.7308 -1.0403 3.8561
H -2.6065 -1.2920 1.6319
H -3.3381 -1.5797 -0.4498
H -5.0327 -1.4248 -0.8221
H -6.0098 -0.7025 2.4169
H -6.5049 -0.8560 0.8206
```

**Energy**: -3362.584589 Eh
**E_HOMO**: -6.94 eV
**Maximum force**: 2.29 eV/Å

A cluster of 5 separate species, C35H39F4I2NO3 in total, computed with wB97M-V/def2-TZVPD.

```
84
C35H39F4I2NO3 wB97M-V/def2-TZVPD
C 7.2925 -3.0299 2.5005
C 5.7218 -2.9246 1.9336
C 5.8006 -1.9332 0.6229
C 4.3048 -1.5349 0.0038
O 3.1886 -2.0331 0.8217
C 1.8864 -1.8712 0.1597
O 1.8769 -1.0552 -0.9317
N 0.5877 -2.5549 0.5216
C 0.7269 -3.7909 1.3206
C 1.1163 -5.1560 0.2375
C 2.7954 -5.3404 -0.1136
O 1.6595 -4.7733 -1.1680
C -0.3466 -1.5109 0.9543
I -1.7890 -1.2052 -0.7245
C -1.2365 -1.6342 2.2840
C -2.5118 -2.7148 2.2051
I -0.1256 -1.7597 4.1975
H 7.7826 -4.0271 2.1324
H 7.9319 -2.0996 2.1363
H 7.2399 -3.0882 3.6775
H 5.3500 -3.9938 1.6297
H 5.0915 -2.4050 2.7746
H 6.4051 -2.5322 -0.2119
H 6.4112 -0.9328 0.8194
H 4.3194 -1.9430 -1.1056
H 4.2744 -0.3422 0.0454
H -0.2578 -4.2457 1.7856
H 1.5238 -3.8071 2.1730
H 0.4297 -6.2013 0.3761
H 3.4740 -4.7040 -0.7872
H 2.9972 -4.6293 0.8250
H 0.2399 -0.4719 1.0083
H -1.8066 -0.5857 2.3896
H -3.4556 -2.1282 1.8000
H -2.7966 -3.1411 3.2798
H -2.2952 -3.5640 1.4195
F 5.3814 -1.5303 -2.9114
C 4.7676 -1.0946 -4.0196
C 5.4466 -1.1200 -5.2328
C 4.8060 -0.6713 -6.3878
C 3.4960 -0.1915 -6.3145
C 2.8247 -0.1653 -5.0912
C 3.4616 -0.6245 -3.9385
H 6.4666 -1.4883 -5.2690
H 5.3255 -0.6943 -7.3426
H 2.9983 0.1625 -7.2148
H 1.8065 0.2124 -5.0359
H 2.9514 -0.6196 -2.9810
F -7.4477 2.9278 -4.2030
C -6.6081 2.0820 -3.5913
C -6.6741 0.7235 -3.8806
C -5.7967 -0.1569 -3.2477
C -4.8693 0.3303 -2.3234
C -4.8142 1.6949 -2.0359
C -5.6842 2.5763 -2.6772
H -7.4066 0.3623 -4.5951
H -5.8350 -1.2199 -3.4728
H -4.1881 -0.3574 -1.8266
H -4.0944 2.0712 -1.3130
H -5.6491 3.6411 -2.4723
F -5.7041 4.9312 -0.6948
C -6.5197 4.8318 0.3634
C -6.1401 5.3982 1.5753
C -6.9912 5.2995 2.6760
C -8.2089 4.6253 2.5550
C -8.5786 4.0557 1.3357
C -7.7324 4.1644 0.2324
H -5.1869 5.9109 1.6526
H -6.7072 5.7456 3.6258
H -8.8704 4.5446 3.4149
H -9.5249 3.5279 1.2450
H -8.0081 3.7353 -0.7252
F 0.9959 2.4153 5.7073
C 1.4817 2.7073 4.4934
C 1.5696 1.7059 3.5326
C 2.0705 2.0106 2.2670
C 2.4885 3.3124 1.9796
C 2.4010 4.3094 2.9523
C 1.8897 4.0068 4.2141
H 1.2479 0.6987 3.7766
H 2.1361 1.2367 1.5063
H 2.8833 3.5486 0.9937
H 2.7308 5.3208 2.7276
H 1.8063 4.7716 4.9791
```

**Energy**: -2631.926939 Eh
**E_HOMO**: -8.75 eV
**SMILES**: CCCCOC(=O)N(C[C@@H]1CO1)[C@@H](I)[C@@H](C)I.Fc1ccccc1.Fc1ccccc1.Fc1ccccc1.Fc1ccccc1
**Maximum force**: 8.41 eV/Å

A cluster of 9 separate species, C35H39F8NO26 in total, computed with wB97M-V/def2-TZVPD.

```
109
C35H39F8NO26 wB97M-V/def2-TZVPD
C 3.0302 1.3472 4.7179
C 3.0040 -0.2049 4.8112
C 1.9378 -0.7396 3.8144
C 1.6556 -2.2025 4.1812
O 0.7772 0.0825 4.0283
C -0.1244 0.0215 3.0423
O -0.0184 -0.6360 2.0244
N -1.3094 0.7705 3.2767
C -2.2850 0.0499 4.0256
C -2.2370 -1.3158 4.1980
C -3.2388 -1.9430 4.9085
C -4.2749 -1.2280 5.4450
C -4.3165 0.1377 5.2939
C -3.3203 0.7529 4.5834
H 2.3681 1.8178 5.4459
H 2.7337 1.7112 3.7352
H 4.0635 1.6768 4.8640
H 3.9809 -0.6536 4.6357
H 2.5883 -0.4434 5.7965
H 2.3490 -0.6664 2.8058
H 2.6187 -2.7216 4.2200
H 0.9652 -2.6878 3.4876
H 1.2439 -2.2442 5.1950
H -1.1022 1.6710 3.6985
H -1.4373 -1.9321 3.7995
H -3.1916 -3.0213 5.0259
H -5.0461 -1.7802 5.9739
H -5.1275 0.7086 5.7304
H -3.3767 1.8288 4.4662
O 0.1613 2.3281 -3.9133
C 0.4748 1.8173 -2.8878
O -0.1126 2.0740 -1.7002
C 0.4465 1.1529 -0.7491
C 1.7646 0.8081 -1.3773
F 2.1317 -0.4652 -1.0864
O 1.4735 0.8896 -2.7608
H -0.2005 0.2799 -0.6570
H 0.5523 1.6172 0.2275
H 2.5822 1.4877 -1.1291
O 4.2011 1.0964 2.0420
C 4.8260 0.1322 1.7544
O 5.8734 -0.3480 2.4702
C 6.2646 -1.5910 1.8787
C 5.7398 -1.4471 0.4727
F 5.3620 -2.6430 -0.0461
O 4.5906 -0.6410 0.6537
H 5.7889 -2.4151 2.4133
H 7.3434 -1.7205 1.9166
H 6.4259 -0.9536 -0.2183
O 2.5366 7.5324 -6.2903
C 1.9523 6.5245 -6.5020
O 1.7901 5.5247 -5.5985
C 0.9181 4.5513 -6.1854
C 1.0991 4.8164 -7.6573
F -0.0338 4.5625 -8.3541
O 1.3581 6.2099 -7.6910
H -0.1049 4.7328 -5.8543
H 1.2056 3.5437 -5.8986
H 1.9327 4.2800 -8.1152
O 4.1292 -4.3367 -6.1620
C 3.7073 -3.9465 -5.1276
O 3.3113 -2.6662 -4.8915
C 2.7405 -2.6386 -3.5779
C 3.3797 -3.8280 -2.9211
F 2.5401 -4.3699 -2.0055
O 3.5528 -4.7194 -4.0108
H 1.6631 -2.7449 -3.6528
H 2.9724 -1.7062 -3.0681
H 4.3460 -3.6351 -2.4510
O -2.1711 4.1567 5.0249
C -2.5942 4.5277 3.9816
O -2.9773 5.7993 3.7136
C -3.2947 5.8664 2.3203
C -3.6100 4.4274 2.0006
F -3.2663 4.1160 0.7293
O -2.7635 3.7208 2.8941
H -2.4285 6.2312 1.7660
H -4.1351 6.5327 2.1422
H -4.6475 4.1386 2.1778
O -3.5518 -3.6823 0.2235
C -2.3710 -3.5824 0.2129
O -1.5487 -4.0798 1.1720
C -0.2022 -3.8724 0.7345
C -0.3607 -2.7266 -0.2295
F 0.5503 -2.7906 -1.2368
O -1.6577 -2.9436 -0.7585
H 0.1672 -4.7750 0.2445
H 0.4487 -3.6319 1.5721
H -0.3171 -1.7384 0.2340
O -5.2438 0.7526 2.2809
C -5.8141 -0.2460 1.9938
O -6.0033 -1.2969 2.8277
C -6.8410 -2.2384 2.1526
C -6.6062 -1.8881 0.7061
F -7.7129 -2.1095 -0.0462
O -6.3592 -0.4936 0.7657
H -7.8791 -2.0815 2.4509
H -6.5538 -3.2598 2.3913
H -5.7510 -2.3919 0.2510
O -1.8171 0.3970 -7.6610
C -0.9329 -0.0961 -7.0526
O 0.3136 0.4361 -6.9287
C 1.0375 -0.3894 -6.0122
C 0.2968 -1.6912 -6.1003
F 0.3335 -2.3206 -4.8873
O -1.0261 -1.2806 -6.3676
H 0.9789 0.0385 -5.0123
H 2.0827 -0.4699 -6.3020
H 0.6333 -2.3659 -6.8889
```

**Energy**: -4167.150348 Eh
**E_HOMO**: -8.50 eV
**SMILES**: CC[C@@H](C)OC(=O)Nc1ccccc1.O=C1OC[C@@H](F)O1.O=C1OC[C@@H](F)O1.O=C1OC[C@@H](F)O1.O=C1OC[C@@H](F)O1.O=C1OC[C@@H](F)O1.O=C1OC[C@@H](F)O1.O=C1OC[C@@H](F)O1.O=C1OC[C@@H](F)O1
**Maximum force**: 2.30 eV/Å

A structure of composition C35H39N4OOsS, computed with wB97M-V/def2-TZVPD.

```
81
C35H39N4OOsS wB97M-V/def2-TZVPD
Os -0.2181 0.1274 -2.0426
C -2.1526 1.8090 -3.9672
N -1.5811 0.4562 -3.9980
C -2.6718 -0.5120 -4.1819
C -0.6702 0.3116 -5.1419
C 0.6137 1.0845 -4.9531
N 1.3104 0.6710 -3.7288
C 2.0286 -0.5967 -3.9343
C 2.2781 1.7076 -3.3406
H -2.6483 2.0458 -4.9167
H -1.3779 2.5470 -3.7728
H -2.8930 1.8765 -3.1725
H -3.2082 -0.3212 -5.1187
H -3.3799 -0.4387 -3.3599
H -2.2724 -1.5237 -4.2023
H -1.1532 0.6447 -6.0695
H -0.4445 -0.7493 -5.2558
H 0.4057 2.1516 -4.8812
H 1.2508 0.9284 -5.8316
H 2.8084 -0.4828 -4.6982
H 1.3435 -1.3806 -4.2491
H 2.4995 -0.9009 -3.0020
H 3.0103 1.8733 -4.1387
H 2.8023 1.4021 -2.4372
H 1.7570 2.6409 -3.1349
C 0.9887 0.8109 -0.5605
C 2.0547 1.2039 0.0491
C 2.9559 1.4776 0.9838
C 2.9173 2.8331 1.5882
C 2.8919 2.9909 2.9772
C 2.8218 4.2554 3.5375
C 2.7655 5.3793 2.7250
C 2.7587 5.2301 1.3464
C 2.8261 3.9663 0.7821
C 3.8601 0.4160 1.4708
C 4.9683 0.7125 2.2705
C 5.7469 -0.2994 2.8073
C 5.4510 -1.6270 2.5394
C 4.3783 -1.9351 1.7127
C 3.5931 -0.9278 1.1829
H 2.9032 2.1171 3.6149
H 2.8130 4.3682 4.6139
H 2.7192 6.3686 3.1607
H 2.7078 6.1023 0.7077
H 2.8296 3.8504 -0.2948
H 5.2247 1.7447 2.4610
H 6.5934 -0.0511 3.4341
H 6.0547 -2.4200 2.9604
H 4.1530 -2.9687 1.4826
H 2.7454 -1.1750 0.5542
C -5.3341 -2.9546 3.7056
C -5.0687 -3.0592 5.1882
O -5.8499 -3.5207 5.9652
S -3.4747 -2.5450 5.8607
C -2.5743 -1.8461 4.4929
C -1.6782 -2.6423 3.7822
C -1.0400 -2.1372 2.6678
C -1.2768 -0.8133 2.2582
C -2.1146 0.0063 3.0356
C -2.7561 -0.5083 4.1434
C -0.6583 -0.3126 1.1007
C -0.1535 0.1601 0.0776
H -6.3688 -2.6485 3.5588
H -5.2153 -3.9552 3.2840
H -4.6647 -2.2690 3.2003
H -1.4982 -3.6583 4.1082
H -0.3554 -2.7496 2.0959
H -2.2398 1.0443 2.7556
H -3.4079 0.1168 4.7394
C -3.4579 -0.2530 -0.8408
C -2.6843 -1.5159 -0.9892
N -1.5537 -1.7064 -1.6587
C -1.2008 -3.0252 -1.4797
C -2.1272 -3.6406 -0.7032
N -3.0576 -2.6744 -0.4057
H -2.9120 0.5590 -1.3160
H -3.5775 -0.0061 0.2156
H -4.4511 -0.3425 -1.2864
H -0.3171 -3.4391 -1.9334
H -2.2099 -4.6555 -0.3577
H -3.8808 -2.8032 0.1578
```

**Energy**: -2139.821446 Eh
**E_HOMO (spin up / spin down)**: -9.74 / -9.51 eV
**Total charge**: +1
**Energy relative to the best compared isomer or geometry (same formula, charge and spin)**: 258.4 kJ/mol
**Maximum force**: 1.45 eV/Å

A structure of composition C35H39N4OOsS, computed with wB97M-V/def2-TZVPD.

```
81
C35H39N4OOsS wB97M-V/def2-TZVPD
Os -0.5894 0.4311 -1.1605
C 0.7984 2.7310 -2.4069
N -0.5232 2.0708 -2.5473
C -1.5518 3.1225 -2.4170
C -0.6550 1.5018 -3.9143
C 0.2229 0.2963 -4.0456
N -0.0485 -0.6715 -2.9579
C -1.2626 -1.4563 -3.2878
C 1.0788 -1.6298 -2.9703
H 0.9211 3.4904 -3.1864
H 1.5952 1.9967 -2.4665
H 0.8488 3.2029 -1.4284
H -1.4290 3.8499 -3.2234
H -1.4361 3.6295 -1.4614
H -2.5453 2.6832 -2.4758
H -0.3829 2.2537 -4.6624
H -1.7054 1.2497 -4.0609
H 1.2720 0.5830 -3.9746
H 0.0808 -0.1872 -5.0173
H -1.1056 -2.0056 -4.2228
H -2.1230 -0.8001 -3.3937
H -1.4550 -2.1606 -2.4835
H 1.1912 -2.0372 -3.9798
H 0.8833 -2.4383 -2.2762
H 1.9949 -1.1276 -2.6730
C 0.8489 -0.6081 -0.2022
C 2.0178 -1.1693 -0.1855
C 3.2207 -1.6885 -0.2517
C 4.4061 -0.9172 0.2121
C 5.5042 -1.5709 0.7725
C 6.5931 -0.8454 1.2300
C 6.6024 0.5388 1.1304
C 5.5143 1.1963 0.5742
C 4.4237 0.4725 0.1198
C 3.3870 -3.0457 -0.8417
C 4.4462 -3.3178 -1.7052
C 4.5560 -4.5600 -2.3115
C 3.6154 -5.5483 -2.0570
C 2.5616 -5.2877 -1.1909
C 2.4486 -4.0442 -0.5884
H 5.4987 -2.6492 0.8561
H 7.4369 -1.3623 1.6681
H 7.4556 1.1028 1.4835
H 5.5192 2.2753 0.4906
H 3.5699 0.9824 -0.3150
H 5.1847 -2.5516 -1.9067
H 5.3815 -4.7565 -2.9832
H 3.7079 -6.5197 -2.5240
H 1.8334 -6.0588 -0.9756
H 1.6366 -3.8403 0.0995
C -5.6177 2.1813 4.6175
C -5.9349 1.3460 5.8269
O -6.8621 1.5416 6.5575
S -4.8781 -0.0514 6.2238
C -3.7565 -0.1407 4.8494
C -4.1124 -0.8426 3.6997
C -3.2136 -0.9800 2.6583
C -1.9417 -0.4148 2.7536
C -1.5823 0.2815 3.9154
C -2.4832 0.4119 4.9566
C -0.9779 -0.5726 1.7145
C -0.1440 -0.6579 0.8395
H -6.1654 3.1187 4.6986
H -5.9467 1.6496 3.7226
H -4.5446 2.3627 4.5311
H -5.0893 -1.3054 3.6393
H -3.4803 -1.5469 1.7775
H -0.5825 0.6877 4.0007
H -2.2006 0.9282 5.8648
C -1.0424 3.0908 1.3275
C -2.2233 2.3791 0.7833
N -2.2057 1.4388 -0.1385
C -3.5079 1.0105 -0.3180
C -4.3239 1.7319 0.4908
N -3.4954 2.5858 1.1826
H -0.1481 2.6859 0.8536
H -0.9584 2.9371 2.4038
H -1.1037 4.1644 1.1433
H -3.7517 0.2262 -1.0125
H -5.3885 1.7143 0.6338
H -3.7820 3.2334 1.8989
```

**Energy**: -2139.874407 Eh
**E_HOMO**: -9.63 eV
**Total charge**: +1
**Energy relative to the best compared isomer or geometry (same formula, charge and spin)**: 119.3 kJ/mol
**Maximum force**: 0.59 eV/Å